1.
C2H10NS2 | ωB97M-V with the def2-TZVPD basis set

Last column: Mulliken spin population.
Geometry (Å):
S (0.693, 1.286, -1.697)  0.289
S (0.159, 2.879, -2.757)  0.613
N (-0.123, -3.358, 2.043)  0.000
C (-0.504, -2.416, 0.942)  0.000
C (0.009, 4.217, -1.522)  0.002
H (-0.570, -2.852, -0.060)  0.000
H (0.898, 4.191, -0.892)  0.013
H (0.586, -4.015, 1.715)  0.000
H (1.963, 0.787, -1.871)  0.040
H (-0.016, 5.088, -2.181)  0.017
H (0.082, -1.481, 0.929)  0.000
H (-1.488, -1.972, 1.155)  0.000
H (-0.948, 4.234, -1.005)  0.026
H (-0.948, -3.839, 2.407)  0.000
H (0.207, -2.747, 2.794)  0.000

Forces on atoms 1 to 3 (eV/Å):
-0.4 -0.3 1.7
1.0 0.3 -0.3
-0.3 1.1 -0.5

Summary:
relative energy (zero: lowest compared OMol25 entry of this formula, charge and spin): 15.1 kcal/mol
F_max: 2.28 eV/A
HOMO level (spin up / spin down): -18.18 / -18.18 eV
LUMO level (spin up / spin down): -7.42 / -11.17 eV
total charge: +2
spin multiplicity: 2
HOMO-LUMO gap (spin up / spin down): 10.76 / 7.01 eV

2.
C25H28Cl5CrO2 | ωB97M-V with the def2-TZVPD basis set

Last column: Mulliken spin population.
Geometry (Å):
Cr (1.815, 1.863, 1.638)  3.023
Cl (-1.046, 7.856, 2.879)  0.000
Cl (-2.471, 5.638, 1.164)  0.001
Cl (3.091, 4.462, 3.727)  0.008
Cl (1.778, 7.272, 4.119)  0.001
Cl (-0.995, 2.906, 0.610)  0.018
O (-1.199, -0.232, -1.758)  0.002
O (-1.574, -3.435, -2.655)  0.000
C (1.587, 4.829, 2.953)  -0.047
C (2.205, 0.083, 2.958)  0.014
C (-2.383, -0.188, -0.914)  0.001
C (-1.060, -2.009, -0.078)  -0.001
C (2.338, 3.048, -0.143)  -0.066
C (1.155, 1.787, 4.132)  0.146
C (0.986, 6.096, 3.173)  -0.002
C (-3.010, -3.701, -2.641)  0.000
C (-0.284, 6.359, 2.609)  0.000
C (-0.493, -5.620, -2.928)  0.000
C (-0.350, -1.288, -1.253)  0.001
C (-0.263, 4.141, 1.604)  -0.037
C (2.396, 1.115, 3.946)  -0.061
C (0.969, 3.886, 2.153)  0.086
C (-2.514, -1.481, -0.097)  0.000
C (-1.394, -4.573, -3.548)  0.000
C (0.825, 0.133, 2.529)  0.014
C (2.007, 1.690, -0.495)  0.037
C (-0.941, -4.166, -4.937)  0.000
C (0.189, 1.219, 3.251)  -0.018
C (3.475, 3.020, 0.730)  -0.004
C (2.981, 0.830, 0.127)  -0.078
C (-2.899, -4.947, -3.517)  0.000
C (3.855, 1.650, 0.919)  -0.049
C (-0.924, 5.368, 1.825)  0.003
H (-3.391, -3.925, -1.636)  0.000
H (-1.595, -3.389, -5.353)  0.000
H (-3.179, -2.189, -0.605)  0.000
H (4.008, 3.878, 1.125)  -0.002
H (-0.969, -3.095, -0.169)  0.000
H (0.314, -0.614, 1.934)  -0.022
H (0.099, -3.818, -4.922)  0.000
H (2.925, -0.686, 2.680)  -0.003
H (-0.989, -5.051, -5.587)  0.000
H (3.291, 1.255, 4.556)  0.000
H (-2.196, 0.611, -0.180)  0.000
H (-3.105, -5.884, -2.994)  0.000
H (-0.592, -1.693, 0.867)  0.000
H (3.069, -0.240, -0.039)  0.001
H (-2.877, -1.257, 0.909)  0.000
H (-3.257, 0.104, -1.524)  0.000
H (0.611, -0.855, -0.909)  0.008
H (-0.819, -5.849, -1.904)  0.000
H (-0.538, -6.533, -3.536)  0.000
H (0.545, -5.259, -2.919)  0.000
H (-3.560, -2.870, -3.106)  0.000
H (-3.404, -4.889, -4.482)  0.000
H (1.260, 1.387, -1.217)  0.021
H (0.968, 2.545, 4.883)  0.003
H (1.852, 3.932, -0.542)  -0.003
H (-0.874, 1.441, 3.196)  0.001
H (4.718, 1.313, 1.485)  0.004
H (-0.164, -1.982, -2.091)  0.000

Forces on atoms 1 to 3 (eV/Å):
0.2 1.9 1.4
-0.2 0.4 0.1
-0.4 0.2 -0.1

Summary:
F_max: 2.42 eV/A
HOMO level (spin up / spin down): -6.90 / -8.29 eV
LUMO level (spin up / spin down): 0.09 / 0.25 eV
spin multiplicity: 4
HOMO-LUMO gap (spin up / spin down): 6.99 / 8.54 eV

3.
C26H23F4 | ωB97M-V with the def2-TZVPD basis set

Last column: natural (NBO) charge in e.
Geometry (Å):
F (12.098, 2.498, -1.137)  -0.323
F (5.435, 6.142, -0.616)  -0.318
F (1.741, 4.169, -2.829)  -0.312
F (12.022, -1.434, -3.822)  -0.315
C (4.903, 0.373, -0.662)  -0.534
C (11.348, -0.415, -3.216)  0.419
C (6.974, 1.451, -1.817)  -0.189
C (10.000, 1.588, -1.841)  -0.269
C (3.662, -0.584, -0.509)  0.188
C (2.096, -2.405, 0.195)  0.151
C (1.365, -3.104, 1.159)  -0.267
C (2.115, -2.958, -1.188)  -0.665
C (3.327, 0.544, 2.305)  -0.667
C (3.608, 2.823, -2.248)  -0.319
C (1.275, -2.675, 2.482)  0.184
C (5.464, 3.821, -1.059)  -0.300
C (2.678, -0.752, 1.875)  0.150
C (5.422, 1.330, -1.808)  -0.248
C (2.854, -1.205, 0.519)  -0.126
C (1.934, -1.485, 2.803)  -0.262
C (9.979, -0.417, -3.219)  -0.274
C (4.805, 2.696, -1.594)  0.019
C (9.296, 0.512, -2.424)  -0.054
C (2.954, 4.017, -2.241)  0.432
C (3.505, 5.173, -1.670)  -0.336
C (4.779, 5.029, -1.096)  0.429
C (0.504, -3.454, 3.497)  -0.663
C (7.810, 0.520, -2.396)  -0.153
C (12.112, 0.503, -2.469)  -0.321
C (11.393, 1.553, -1.862)  0.421
H (7.438, 2.241, -1.248)  0.201
H (1.882, -1.079, 3.812)  0.235
H (7.361, -0.353, -2.931)  0.200
H (3.489, -0.954, -1.490)  0.194
H (2.994, 6.169, -1.631)  0.267
H (13.183, 0.444, -2.384)  0.259
H (1.130, -3.786, 4.330)  0.259
H (6.489, 3.782, -0.664)  0.239
H (1.666, -2.266, -1.911)  0.244
H (4.432, 0.482, 2.271)  0.247
H (0.093, -4.343, 3.014)  0.234
H (9.470, 2.451, -1.380)  0.229
H (9.421, -1.111, -3.827)  0.234
H (3.032, 0.741, 3.343)  0.240
H (2.991, 1.407, 1.694)  0.241
H (-0.332, -2.888, 3.919)  0.259
H (1.546, -3.893, -1.197)  0.243
H (0.856, -4.019, 0.854)  0.235
H (5.850, -0.249, -0.681)  0.316
H (4.606, 1.140, 0.195)  0.252
H (5.146, 1.047, -2.791)  0.234
H (3.173, 1.999, -2.778)  0.224
H (3.137, -3.163, -1.531)  0.238

Forces on atoms 1 to 3 (eV/Å):
-0.9 -1.0 -1.1
-0.9 -1.2 -0.4
0.6 -0.5 0.2

Summary:
relative energy (zero: lowest compared OMol25 entry of this formula, charge and spin): 0.0 kcal/mol
F_max: 3.41 eV/A
HOMO level: -11.22 eV
LUMO level: -5.89 eV
total charge: +1
spin multiplicity: 1
HOMO-LUMO gap: 5.33 eV

4.
C13H26InNO3P2 | ωB97M-V with the def2-TZVPD basis set

Last column: natural (NBO) charge in e.
Geometry (Å):
In (0.063, -0.098, 0.185)  1.022
P (0.601, 2.049, -1.435)  0.965
P (-0.089, -2.425, 0.729)  0.972
O (-2.420, -0.019, -1.190)  -0.524
O (6.225, -2.481, -0.317)  -0.906
O (1.977, 1.272, 0.975)  -0.856
N (0.369, -1.053, -1.973)  -0.535
C (-2.030, 0.116, -0.046)  0.228
C (0.370, -3.099, -0.857)  -0.802
C (-0.350, 3.586, -1.352)  -0.933
C (0.431, -2.250, -4.498)  -0.115
C (-2.732, 0.398, 1.189)  -0.751
C (0.533, -3.010, -3.366)  -0.220
C (-1.734, -2.984, 1.235)  -0.940
C (0.025, 1.209, -2.998)  -0.759
C (0.216, -0.283, -3.133)  0.262
C (0.458, -2.343, -2.098)  0.254
C (1.117, -3.122, 1.882)  -0.931
C (0.257, -0.898, -4.418)  -0.210
C (2.319, 2.512, -1.884)  -0.938
H (-0.112, 4.082, -0.433)  0.263
H (5.612, -2.963, -0.920)  0.459
H (-1.738, -4.048, 1.328)  0.280
H (0.699, -4.095, -3.357)  0.250
H (2.468, 1.010, 1.897)  0.515
H (2.668, 3.347, -1.222)  0.270
H (-1.397, 3.349, -1.384)  0.260
H (-0.357, -3.901, -0.963)  0.284
H (0.182, -0.247, -5.278)  0.253
H (0.575, 1.714, -3.809)  0.264
H (1.178, 1.033, 1.698)  0.451
H (-1.036, 1.469, -3.059)  0.283
H (2.122, -2.829, 1.573)  0.260
H (0.890, -2.711, 2.854)  0.261
H (-2.393, -0.319, 1.995)  0.230
H (-2.434, 1.394, 1.560)  0.268
H (-3.838, 0.341, 1.091)  0.262
H (0.548, -2.690, -5.469)  0.256
H (5.623, -2.078, 0.270)  0.448
H (2.335, 2.877, -2.923)  0.256
H (1.061, -4.222, 1.907)  0.275
H (-1.998, -2.564, 2.211)  0.275
H (-2.501, -2.687, 0.547)  0.279
H (2.995, 1.686, -1.781)  0.255
H (-0.098, 4.232, -2.185)  0.268
H (1.341, -3.642, -0.758)  0.291

Forces on atoms 1 to 3 (eV/Å):
0.6 1.6 -2.7
0.6 -1.1 -0.8
1.3 -1.0 1.3

Summary:
relative energy (zero: lowest compared OMol25 entry of this formula, charge and spin): 64.5 kcal/mol
F_max: 7.83 eV/A
HOMO level (spin up / spin down): -14.23 / -14.23 eV
LUMO level (spin up / spin down): -7.80 / -7.80 eV
total charge: +2
spin multiplicity: 1
HOMO-LUMO gap (spin up / spin down): 6.43 / 6.43 eV

no.,electronic energy (eV)
1,-25378.0922
2,-121504.3627
3,-38195.1741
4,-45269.5406